Entry 1:
Density functional theory data (the ωB97M-V functional and the def2-TZVPD basis) for a structure of composition C40H34N4O3P2S2Zn at a distorted geometry.

Computed properties:
* charge: 0
* ΔE to the lowest compared entry with this formula, charge and spin: 0.0000 eV
* DFT total energy: -142798.128 eV
* lowest unoccupied orbital energy: 0.0127 Ha
* multiplicity: 1
* gap between HOMO and LUMO: 6.735 eV

Each line ends with the Mulliken charge.
Element x y z (Å)
Zn (0.04016, -0.17611, 0.95148)  0.20
C (-2.07652, -1.19919, 3.30396)  -1.41
P (-1.80865, -1.84543, 1.62713)  0.69
C (-3.49057, -1.95869, 0.81657)  0.15
C (-3.58960, -2.67336, -0.36046)  -0.17
C (-4.79658, -2.97172, -0.97718)  -0.64
C (-5.95705, -2.52473, -0.36892)  -0.41
C (-5.88227, -1.98714, 0.92384)  -0.79
C (-4.66468, -1.56138, 1.43228)  -0.08
C (-1.44296, -3.53871, 2.08872)  0.31
C (-2.47831, -4.47918, 2.38619)  -0.40
C (-2.15138, -5.69053, 2.93461)  -0.51
C (-0.82208, -6.14081, 3.01990)  -0.49
C (0.19789, -5.20161, 2.86677)  -0.67
C (-0.11192, -3.93196, 2.34911)  0.00
C (-0.98920, -0.24832, 3.70725)  0.42
C (-0.72805, 0.29001, 5.03264)  -1.11
C (0.27534, 1.25085, 4.90071)  -0.98
C (0.59916, 1.25345, 3.52538)  -0.05
C (1.66611, 2.08286, 2.90958)  -0.83
P (2.04222, 1.58957, 1.15097)  0.42
C (2.02758, 3.27140, 0.41729)  0.37
C (0.82132, 3.97894, 0.45425)  -0.48
C (0.77515, 5.26207, -0.08583)  -0.70
C (1.87163, 5.82389, -0.76129)  -0.47
C (3.06850, 5.10168, -0.80971)  -0.80
C (3.16879, 3.90582, -0.11553)  -0.43
C (3.77753, 0.98668, 1.27007)  0.46
C (4.15538, -0.28450, 0.93627)  -0.50
C (5.35210, -0.83989, 1.32335)  -0.65
C (6.27690, -0.01980, 2.00706)  -0.47
C (5.95616, 1.31043, 2.21147)  -0.76
C (4.69253, 1.79471, 1.92980)  -0.52
N (-0.12723, 0.32431, 2.82749)  1.16
H (-2.13829, -2.01427, 4.05422)  0.46
H (-3.02475, -0.70417, 3.46601)  0.38
H (-2.65964, -3.02508, -0.85994)  0.26
H (-4.84352, -3.38869, -2.00672)  0.33
H (-6.94698, -2.77773, -0.78963)  0.36
H (-6.82065, -1.75820, 1.43908)  0.37
H (-4.67592, -0.90266, 2.31006)  0.31
H (-3.46631, -4.18541, 2.09642)  0.39
H (-3.00128, -6.41941, 3.18695)  0.27
H (-0.63487, -7.17892, 3.20038)  0.42
H (1.26013, -5.47141, 2.97310)  0.35
H (0.73426, -3.24242, 2.10369)  0.15
H (-1.28221, 0.14848, 5.96134)  0.40
H (0.79425, 1.75517, 5.68725)  0.51
H (2.57379, 1.95777, 3.48649)  0.52
H (1.39238, 3.15457, 3.00431)  0.48
H (-0.05610, 3.48676, 0.83075)  0.46
H (-0.16923, 5.78076, -0.02452)  0.39
H (1.82318, 6.84186, -1.18639)  0.35
H (3.89252, 5.56225, -1.26595)  0.53
H (4.14728, 3.41497, -0.10103)  0.31
H (3.43111, -0.86845, 0.38246)  0.40
H (5.60313, -1.82771, 1.06392)  0.48
H (7.31898, -0.32534, 2.29587)  0.29
H (6.66010, 1.98941, 2.64871)  0.40
H (4.46023, 2.83562, 2.20889)  0.44
N (1.01063, 2.65579, -7.46907)  -0.58
C (0.17115, 2.21750, -6.48509)  0.76
C (-1.15022, 1.80699, -6.68139)  -0.50
C (-1.91399, 1.32014, -5.69046)  -0.97
C (-1.38478, 1.22959, -4.40264)  0.41
C (-0.13412, 1.72872, -4.09151)  -0.28
C (0.65454, 2.21323, -5.15984)  -0.57
S (-2.50251, 0.63495, -3.14150)  1.08
O (-3.37029, 1.65342, -2.57450)  -0.60
O (-3.00067, -0.63308, -3.58900)  -0.54
N (-1.24451, 0.16498, -1.63732)  0.09
C (-0.38418, -0.87209, -1.86041)  0.29
S (-0.25576, -1.77464, -3.30437)  -0.03
C (1.12530, -2.57101, -2.63718)  -0.66
C (1.20698, -2.32296, -1.29945)  -0.86
N (0.45397, -1.27588, -0.89300)  0.51
H (0.65138, 3.23806, -8.20823)  0.24
H (1.79589, 3.11598, -7.04126)  0.23
H (-1.56762, 1.81769, -7.69679)  0.33
H (-2.96795, 1.07060, -5.85087)  0.39
H (0.27392, 1.56798, -3.09909)  0.59
H (1.71439, 2.56813, -4.91409)  0.17
H (1.79658, -3.15691, -3.29123)  0.40
H (1.94029, -2.74735, -0.60462)  0.42
O (-1.74939, 1.75115, 0.02909)  -0.53
C (-1.18804, 0.80765, -0.39715)  0.38

***

Entry 2:
Density functional theory data (the ωB97M-V functional and the def2-TZVPD basis) for a structure of composition C40H34N7O8W.

Computed properties:
* charge: +3
* ΔE to the lowest compared entry with this formula, charge and spin: 0.0915 eV
* DFT total energy: -70641.931 eV
* lowest unoccupied orbital energy: -0.3709 Ha
* multiplicity: 1
* gap between HOMO and LUMO: 6.814 eV

Each line ends with the Mulliken charge.
Element x y z (Å)
W (0.05159, 0.19043, -0.07121)  0.24
C (-1.20506, 0.97126, -3.25642)  -1.42
C (-1.43504, -0.44598, -2.84032)  1.00
C (-2.05724, -1.28979, -3.77073)  -1.15
C (-2.37907, -2.58710, -3.44788)  -1.20
C (-2.11517, -3.03203, -2.15844)  -0.84
C (-1.49384, -2.17665, -1.27463)  1.16
N (-1.11419, -0.91494, -1.61806)  1.05
C (-1.28794, -2.52571, 0.13919)  -0.26
C (-1.79868, -3.67290, 0.73464)  -0.79
C (-1.75516, -3.78642, 2.11494)  -1.69
C (-1.30774, -2.71176, 2.86935)  -0.91
C (-0.80371, -1.59217, 2.22542)  0.24
N (-0.66135, -1.58615, 0.87777)  1.16
C (-0.52878, -0.30768, 2.90262)  0.74
C (-0.71260, -0.14933, 4.26450)  -0.80
C (-0.47206, 1.09690, 4.83446)  -1.40
C (0.04635, 2.08439, 4.02976)  -0.80
C (0.27203, 1.87230, 2.65958)  0.66
C (1.03429, 2.94784, 1.94487)  -1.77
N (-0.12973, 0.71547, 2.09297)  0.83
H (-2.02863, 1.27110, -3.90257)  0.72
H (-0.28445, 1.05964, -3.83687)  0.28
H (-1.16153, 1.67815, -2.42874)  -0.17
H (-2.30323, -0.88443, -4.74183)  0.65
H (-2.86274, -3.23278, -4.16718)  0.55
H (-2.42066, -4.01968, -1.85024)  0.55
H (-2.27172, -4.43874, 0.13993)  0.66
H (-2.14591, -4.66866, 2.60308)  0.55
H (-1.39263, -2.74256, 3.94460)  0.61
H (-1.05085, -0.97266, 4.87349)  0.54
H (-0.64959, 1.27053, 5.88624)  0.54
H (0.32227, 3.04447, 4.44421)  0.68
H (1.74155, 3.36159, 2.66235)  0.72
H (0.40306, 3.76963, 1.61529)  0.38
H (1.60293, 2.57774, 1.09258)  -0.11
C (2.31399, 3.01769, -2.99384)  -1.50
C (1.49158, 2.42593, -2.03577)  -0.10
N (1.40972, 1.11351, -1.83091)  0.69
C (2.18990, 0.31595, -2.61899)  -0.63
C (3.03443, 0.82749, -3.61983)  1.12
C (3.08440, 2.22279, -3.80351)  -1.02
C (3.83486, -0.05754, -4.41182)  -0.98
C (3.82414, -1.38976, -4.18943)  -1.09
C (3.00213, -1.94493, -3.15524)  1.50
C (3.01600, -3.31497, -2.84659)  -1.13
C (2.23770, -3.77259, -1.81254)  -1.25
C (1.42793, -2.86552, -1.12224)  -0.73
N (1.36805, -1.57077, -1.39832)  1.55
C (2.16942, -1.10437, -2.39144)  -1.02
H (2.31339, 4.09416, -3.07996)  0.62
H (0.87035, 3.07363, -1.42667)  0.31
H (3.72326, 2.64512, -4.56801)  0.53
H (4.45736, 0.37342, -5.18357)  0.51
H (4.43840, -2.05964, -4.77530)  0.51
H (3.64273, -3.98738, -3.41715)  0.52
H (2.23013, -4.81368, -1.52630)  0.59
H (0.82024, -3.24103, -0.31121)  0.68
O (-0.92188, 4.11973, -0.30741)  -0.48
C (-1.27499, 3.04575, 0.03255)  0.12
O (-0.30929, 1.98568, -0.21493)  0.51
C (-2.52976, 2.58964, 0.59233)  0.20
C (-3.48575, 3.54685, 0.97097)  -0.69
C (-4.67928, 3.11422, 1.49761)  -0.83
C (-4.97591, 1.76127, 1.65514)  -0.51
C (-4.04145, 0.83681, 1.24478)  -0.03
C (-2.79317, 1.21586, 0.70216)  -0.13
O (-1.93916, 0.28549, 0.34639)  0.86
N (-4.33805, -0.59006, 1.41138)  1.03
O (-4.89230, -0.92341, 2.43135)  -0.57
O (-3.99018, -1.33987, 0.51171)  -0.53
N (-5.68632, 4.11816, 1.92235)  1.02
O (-5.37232, 5.27915, 1.78409)  -0.57
O (-6.71195, 3.68113, 2.39069)  -0.58
H (-3.28643, 4.60415, 0.86077)  0.70
H (-5.91322, 1.45425, 2.10115)  0.71
C (2.53271, -1.87562, 2.05277)  -0.95
C (2.90238, -0.52822, 1.47044)  1.40
C (3.19125, 0.48529, 2.55361)  -1.45
C (4.02170, -0.60213, 0.44970)  -1.41
O (1.67832, -0.04748, 0.66405)  1.10
H (3.43192, -2.29918, 2.50480)  0.68
H (2.19623, -2.57426, 1.29337)  -0.01
H (1.78679, -1.79089, 2.84047)  0.20
H (4.07230, 0.13971, 3.09729)  0.55
H (2.38391, 0.55465, 3.27967)  0.28
H (3.43086, 1.46161, 2.14622)  0.35
H (4.95502, -0.80258, 0.98012)  0.57
H (4.14289, 0.34424, -0.07496)  0.34
H (3.87023, -1.41079, -0.25874)  0.24